Record 1
Molecular formula: C33H26BClF2N9O3W
Method: DFT, wB97M-V/def2-TZVPD

Each line ends with the Löwdin charge.
CARTESIAN COORDINATES (ANGSTROEM)
W1 0.221 0.044 0.401  1.62
C1 -2.406 3.158 1.902  -0.17
C2 -3.436 3.365 0.847  0.00
C3 -3.550 2.500 -0.147  0.02
C4 -2.525 1.463 -0.359  -0.30
N1 -1.773 1.021 0.630  -0.03
C5 -1.829 1.725 1.936  -0.13
N2 -2.426 1.176 -1.671  0.19
C6 -1.399 0.573 -2.219  -0.24
N3 -0.328 0.017 -1.624  0.01
C7 0.421 -0.649 -2.603  -0.24
N4 1.264 -1.591 -2.445  0.20
C8 1.383 -2.330 -1.271  -0.29
C9 2.098 -3.520 -1.405  0.02
C10 2.163 -4.418 -0.366  -0.02
C11 1.491 -4.118 0.812  -0.03
C12 0.837 -2.915 0.899  -0.13
N5 0.786 -2.014 -0.102  -0.02
C13 -0.089 -0.236 -3.926  -0.09
C14 0.332 -0.520 -5.208  0.01
C15 -0.467 -0.057 -6.250  -0.05
C16 -1.652 0.632 -6.005  -0.05
C17 -2.081 0.893 -4.708  0.01
C18 -1.268 0.452 -3.682  -0.10
H1 -2.851 3.367 2.875  0.16
H2 -4.101 4.215 0.935  0.12
H3 -4.281 2.596 -0.936  0.12
H4 -2.327 1.096 2.673  0.16
H5 2.565 -3.707 -2.361  0.12
H6 2.711 -5.344 -0.472  0.12
H7 1.484 -4.794 1.655  0.12
H8 0.335 -2.634 1.815  0.10
H9 1.242 -1.076 -5.389  0.12
H10 -0.166 -0.244 -7.272  0.11
H11 -2.252 0.965 -6.842  0.11
H12 -3.006 1.414 -4.504  0.12
N6 -0.406 3.339 2.954  -0.08
C19 -1.100 4.006 1.865  -0.17
C20 -0.281 3.506 0.672  -0.07
N7 0.214 2.350 0.837  0.09
C21 -0.359 2.062 2.345  -0.30
C22 0.491 1.093 3.056  -0.26
N8 0.859 -0.039 2.496  0.02
C23 1.780 -0.618 3.341  -0.06
C24 1.942 0.188 4.421  -0.07
N9 1.131 1.280 4.219  0.01
H13 0.511 3.724 3.167  -0.21
H14 -1.221 5.080 1.965  0.16
H15 -0.160 4.054 -0.259  0.15
H16 2.271 -1.541 3.088  0.12
H17 2.551 0.082 5.301  0.14
H18 1.038 2.080 4.826  0.02
F1 -2.391 -1.730 0.088  0.18
B1 -1.568 -1.185 0.986  -0.72
F2 -1.927 -1.386 2.266  0.16
C25 4.960 0.604 2.766  0.00
C26 3.959 1.667 2.403  -0.15
C27 3.129 2.183 3.395  -0.06
C28 2.250 3.215 3.127  -0.47
Cl1 1.162 3.759 4.388  1.04
C29 2.202 3.808 1.880  -0.08
C30 2.996 3.285 0.875  0.02
C31 3.839 2.208 1.116  -0.23
O1 4.525 1.751 0.025  0.00
C32 4.599 0.346 -0.160  -0.07
C33 3.336 -0.386 0.278  -0.58
O2 3.426 -1.451 0.863  0.05
O3 2.240 0.275 0.061  -0.17
H19 5.065 0.549 3.848  0.09
H20 5.939 0.841 2.348  0.10
H21 4.669 -0.386 2.409  0.07
H22 3.192 1.778 4.397  0.11
H23 1.552 4.654 1.697  0.12
H24 2.965 3.687 -0.129  0.14
H25 5.450 -0.094 0.355  0.12
H26 4.726 0.191 -1.233  0.15

Its net charge is +1. The spin multiplicity is 3. The gap between HOMO and LUMO (alpha / beta) comes out at 6.104 / 7.238 eV. The lowest unoccupied orbital energy (alpha / beta) is -3.9 / -3.9 eV.

Record 2
Molecular formula: C4H5O4P
Method: DFT, wB97M-V/def2-TZVPD

Each line ends with the Löwdin charge.
CARTESIAN COORDINATES (ANGSTROEM)
C1 -2.537 -0.306 -0.097  -0.72
C2 -1.136 0.188 -0.477  -0.07
C3 -0.127 0.241 0.464  -0.36
C4 1.134 1.039 0.275  -0.22
O1 -2.777 -0.546 1.111  -0.11
O2 2.599 -1.396 0.785  -0.62
O3 -3.436 -0.359 -1.039  -0.19
O4 1.591 -1.501 -1.540  -0.54
P1 1.309 -1.608 -0.107  0.47
H1 -0.750 0.584 -1.436  0.10
H2 -0.298 -0.062 1.493  0.09
H3 1.661 0.681 -0.637  0.04
H4 1.869 0.967 1.159  0.08
H5 0.896 2.079 0.047  0.05

Its net charge is -2. The gap between HOMO and LUMO comes out at 6.792 eV. The lowest unoccupied orbital energy is 6.7 eV.

Record 3
Molecular formula: C5H6O2
Method: DFT, wB97M-V/def2-TZVPD

Each line ends with the Löwdin charge.
CARTESIAN COORDINATES (ANGSTROEM)
O1 1.375 1.829 -0.390  0.10
C1 0.725 0.781 -0.141  -0.61
C2 1.709 -0.065 0.511  0.35
O2 0.412 -0.435 -1.383  -0.07
C3 -0.921 -0.327 -0.976  -0.32
C4 -1.158 -0.726 0.453  -0.05
C5 -0.767 0.691 0.106  -0.12
H1 1.725 -0.292 1.584  0.11
H2 2.593 -0.308 -0.070  0.11
H3 -1.708 -0.437 -1.724  0.15
H4 -0.430 -1.411 0.892  0.10
H5 -2.183 -0.858 0.797  0.11
H6 -1.374 1.558 0.343  0.14

The gap between HOMO and LUMO (alpha / beta) comes out at 7.266 / 7.230 eV. The lowest unoccupied orbital energy (alpha / beta) is -1.9 / -1.9 eV.

Strongest force on any atom? In order: 12.48; 5.12; 0.90 eV/A.
Total energy? In order: -2743.3017; -797.7438; -344.3881 hartree.
Energy above the lowest of the compared OMol25 structures with the same formula, charge and spin? In order: 911.0; 137.8; 561.3 kJ/mol.